# 1
ORCA calculation (ωB97M-V/def2-TZVPD) on 2 unconnected molecules or ions with the total composition C4H13NOS at a distorted geometry.

Computed properties:
Kohn-Sham gap (spin up / spin down) = 2.1747 / 9.1692 eV
total charge = -1
total energy = -18729.314 eV
ΔE to the lowest compared entry with this formula, charge and spin = 34.00 kcal per mole
2S+1 = 2
molecular weight = 123.22 Da

Element x y z (Å)
C  -1.17325  0.74705  0.18806
C  -1.00420  0.91599  -1.30529
S  -2.13409  -0.18651  -2.27687
C  -0.72683  -0.59093  0.79869
N  0.66606  -0.94089  0.30340
C  1.45854  -0.96241  1.61173
H  -2.25118  0.95455  0.54728
H  -0.50941  1.52546  0.66389
H  -1.36387  1.91004  -1.50046
H  0.00599  0.82527  -1.62034
H  -3.35528  0.23618  -1.86068
H  -1.48818  -1.42134  0.70332
H  -0.66923  -0.41680  1.82076
H  0.57097  -1.89575  -0.23601
H  1.51342  0.02928  2.13347
H  1.08648  -1.77896  2.25378
H  2.48508  -1.27018  1.37694
H  2.72192  0.67615  -1.88137
H  1.95335  0.44041  -0.50361
O  2.21371  1.20337  -1.21672



# 2
ORCA calculation (ωB97M-V/def2-TZVPD) on a molecular structure, C31H51Cl5N10OS5Sn.

Computed properties:
Kohn-Sham gap (spin up / spin down) = 5.1843 / 6.1706 eV
total charge = +2
total energy = -172529.816 eV
ΔE to the lowest compared entry with this formula, charge and spin = 0.00 kcal per mole
molecular weight = 1036.13 Da

Element x y z (Å)
Sn  -0.47346  -0.01890  0.08394
C  -5.42510  1.86446  2.24437
N  -4.43143  0.94946  1.69113
C  -4.91748  -0.40926  1.51276
C  -3.19649  1.36185  1.32280
N  -2.09984  0.60587  1.49922
C  -2.15340  -0.39631  2.56938
C  -0.80251  -0.44504  3.26444
N  0.29486  -0.56915  2.29201
C  1.41311  0.35669  2.56115
C  1.03642  1.76051  2.09844
N  0.94784  1.78319  0.63839
C  1.68269  2.62691  -0.06422
N  1.40725  2.91815  -1.35569
C  2.47578  3.17362  -2.31303
C  0.07618  3.06885  -1.91503
N  2.76773  3.25988  0.48385
C  3.82524  2.51669  1.14869
C  3.08784  4.63917  0.15091
C  0.76509  -1.95013  2.08357
C  -0.29558  -2.86863  1.50073
N  -0.90178  -2.30702  0.28729
C  -0.97365  -3.11159  -0.77560
N  -0.11720  -4.17803  -0.92633
C  -0.60858  -5.53347  -1.08509
C  1.31631  -3.97408  -0.96929
N  -1.88714  -2.94017  -1.73463
C  -1.74918  -3.59030  -3.03925
C  -3.12414  -2.20478  -1.54413
N  -3.08266  2.63405  0.89885
C  -1.91922  3.44109  1.24675
C  -4.11005  3.28858  0.09650
H  -5.86028  1.40000  3.12995
H  -4.95688  2.79757  2.54153
H  -6.22912  2.07066  1.53588
H  -5.84507  -0.38165  0.93817
H  -4.19725  -1.00393  0.96867
H  -5.12299  -0.88615  2.47322
H  -2.90838  -0.12904  3.30996
H  -2.41187  -1.38361  2.18279
H  -0.65979  0.47896  3.82313
H  -0.76953  -1.26875  3.98391
H  1.69898  0.32938  3.61720
H  2.26263  0.01516  1.96777
H  0.05137  2.02014  2.49746
H  1.73818  2.49164  2.49455
H  2.44372  4.20027  -2.68425
H  3.44580  2.98028  -1.86593
H  2.35150  2.49586  -3.16010
H  -0.68753  2.72465  -1.22943
H  -0.10552  4.12192  -2.15187
H  -0.00661  2.50045  -2.84170
H  3.53857  1.47556  1.25966
H  4.73717  2.54482  0.54431
H  4.05212  2.94234  2.12975
H  2.21838  5.13386  -0.27528
H  3.36444  5.16096  1.06807
H  3.92327  4.71994  -0.54943
H  1.59031  -1.89290  1.36871
H  1.15674  -2.37669  3.01408
H  0.19876  -3.81988  1.30308
H  -1.08641  -3.07225  2.22906
H  -1.68633  -5.56154  -0.93345
H  -0.38053  -5.95128  -2.07016
H  -0.14412  -6.17701  -0.33369
H  1.55350  -2.92451  -0.79473
H  1.82232  -4.57659  -0.20914
H  1.71879  -4.26006  -1.94535
H  -2.00581  -4.64768  -2.99961
H  -2.43306  -3.09991  -3.72813
H  -0.73509  -3.47842  -3.41813
H  -3.21119  -1.40735  -2.27546
H  -3.97164  -2.88330  -1.66885
H  -3.13944  -1.77310  -0.55380
H  -1.88558  3.61713  2.32475
H  -0.98609  2.98582  0.93907
H  -2.01569  4.40459  0.75187
H  -4.82487  2.55507  -0.25813
H  -4.63403  4.06297  0.65991
H  -3.63916  3.74356  -0.77383
Cl  -1.41951  0.49074  -7.35100
C  -1.50036  0.47526  -5.64144
C  -0.39808  0.08824  -4.88671
Cl  1.05518  -0.38978  -5.66167
C  -0.47049  0.09068  -3.49688
Cl  0.91117  -0.41506  -2.57913
C  -1.61846  0.49543  -2.80087
O  -1.72786  0.54587  -1.47775
C  -2.72714  0.84386  -3.59131
Cl  -4.19745  1.25289  -2.79074
C  -2.67361  0.84218  -4.98142
Cl  -4.05457  1.28775  -5.88915
C  7.09221  -0.23756  3.19158
S  5.75641  -0.09360  1.98696
C  5.61344  -1.70006  1.40313
C  4.67627  -2.01569  0.40030
S  3.62248  -0.94710  -0.33022
S  4.73395  -3.68670  -0.10291
C  5.97597  -4.25212  0.97080
S  6.51868  -5.76910  1.05104
S  6.60749  -2.97159  1.98817
H  7.24639  0.76846  3.57548
H  8.00884  -0.57670  2.71281
H  6.81495  -0.89642  4.01199



# 3
ORCA calculation (ωB97M-V/def2-TZVPD) on 5 unconnected molecules or ions with the total composition C2H14O5.

Computed properties:
Kohn-Sham gap = 10.9176 eV
total charge = 0
total energy = -12538.414 eV
ΔE to the lowest compared entry with this formula, charge and spin = 17.15 kcal per mole
structure (SMILES) = CCO.O.O.O.O
molecular weight = 118.13 Da

Element x y z (Å)
C  -1.20405  3.77836  0.00884
C  -0.09463  2.72234  0.12775
O  1.11427  3.22016  0.68793
H  -1.09138  4.41917  -0.87773
H  -2.13917  3.24235  -0.10084
H  -1.25374  4.40350  0.90039
H  0.08173  2.33090  -0.88020
H  -0.43508  1.94110  0.80119
H  1.49035  3.85685  0.06949
O  -1.03540  -2.81700  2.33197
H  -1.86903  -2.46664  2.00057
H  -0.41393  -2.77848  1.60185
O  2.64052  -3.45201  -1.78322
H  2.31338  -4.09515  -2.43582
H  3.26666  -3.95550  -1.25324
O  -2.20657  -1.27370  -0.11005
H  -2.68750  -0.46732  -0.31440
H  -1.27658  -1.00792  -0.07130
O  0.64925  -1.04442  -0.90812
H  1.16625  -0.22946  -0.85365
H  1.34196  -1.70855  -1.03059